No. 1
47
Properties=species:S:1:pos:R:3:forces:R:3 method="wB97M-V/def2-TZVPD" e_above_lowest_ev=1.182 e_homo_ev="-6.65 / -6.56" energy_ha=-997.19412 homo_lumo_gap_ha="0.257 / 0.196" spin_multiplicity=2
Ag 9.1668 -48.2724 -24.0449 1.121 0.003 -0.775
C 9.0890 -51.8988 -26.9870 -0.293 -0.257 0.549
C 9.2012 -51.4464 -25.5282 -0.493 0.520 0.985
C 10.2534 -52.3267 -24.8042 0.006 -0.007 -0.549
O 9.4132 -50.0942 -25.4136 0.460 0.621 -0.445
H 8.9377 -52.9840 -26.9922 0.118 -0.020 -0.249
H 9.9976 -51.6356 -27.5289 -0.033 0.022 -0.088
H 8.2072 -51.4452 -27.4397 0.126 0.149 -0.172
H 8.2251 -51.6690 -25.0455 -0.146 -0.366 -0.050
H 9.8406 -53.2896 -24.4898 -0.063 -0.049 -0.136
H 10.6825 -51.8583 -23.9189 -0.047 0.269 -0.104
H 11.0419 -52.5241 -25.5379 0.279 -0.040 0.317
C 11.2482 -46.2567 -26.3768 -0.235 -0.520 0.553
C 11.8306 -46.9684 -25.1323 -0.539 -0.473 -1.350
C 13.2604 -46.5327 -24.8864 0.727 -0.332 1.266
O 11.0086 -46.9389 -24.0166 -0.257 0.319 0.158
H 10.3032 -46.7443 -26.6219 -0.056 0.349 0.127
H 11.8752 -46.4062 -27.2549 0.296 0.210 0.104
H 11.1132 -45.1975 -26.1547 -0.086 0.072 -0.221
H 11.8394 -48.0370 -25.3994 0.356 -0.138 -0.092
H 13.6656 -47.0946 -24.0346 -0.032 -0.053 -0.149
H 13.4201 -45.4887 -24.6049 -0.487 0.135 -0.246
H 13.9033 -46.7501 -25.7367 -0.166 -0.017 -0.176
C 7.7816 -46.1836 -21.4588 0.774 0.424 0.002
O 8.3162 -46.3125 -22.7861 -0.758 0.296 0.595
H 8.5868 -46.3703 -20.7419 -0.165 -0.053 0.124
H 7.4275 -45.1599 -21.3171 -0.180 -0.100 0.136
H 6.9661 -46.8715 -21.2535 -0.003 -0.142 -0.411
H 8.8101 -45.4985 -22.9261 0.313 -0.249 -0.275
C 6.0787 -49.2177 -24.6634 -1.349 -0.425 0.541
O 6.9890 -48.9434 -23.6089 -0.171 -0.079 -0.104
H 6.4754 -48.9833 -25.6387 0.486 0.014 0.087
H 5.7602 -50.2625 -24.6274 0.325 -0.130 -0.210
H 5.1500 -48.6543 -24.5132 0.158 0.255 -0.139
H 6.5025 -48.8650 -22.7858 -0.044 0.020 -0.007
C 9.2885 -50.4097 -21.5775 0.210 -0.295 -0.954
O 9.9680 -49.3455 -22.2628 0.181 -0.584 1.526
H 8.2887 -50.4861 -22.0014 -0.081 0.319 0.187
H 9.7569 -51.3557 -21.8649 0.085 -0.025 0.438
H 9.2762 -50.2484 -20.5007 -0.062 -0.081 0.019
H 10.8816 -49.3574 -21.9600 0.047 0.218 -0.257
C 7.6170 -45.7730 -25.9795 -0.288 -0.197 -0.719
O 8.1631 -47.0654 -25.7481 -0.110 0.526 -0.337
H 7.8245 -45.0860 -25.1680 0.012 -0.344 0.366
H 8.0366 -45.3113 -26.8767 0.051 -0.099 -0.081
H 6.5432 -45.9011 -26.1229 -0.143 0.432 0.114
H 8.0791 -47.5882 -26.5540 0.159 -0.098 0.102

No. 2
55
Properties=species:S:1:pos:R:3:forces:R:3 method="wB97M-V/def2-TZVPD" e_above_lowest_ev=2.702 e_homo_ev=-5.94 energy_ha=-3526.85435 charge=-1 homo_lumo_gap_ha=0.295
Cl -19.6836 -7.2004 12.1022 0.032 0.955 -1.011
O -20.6620 -8.2268 11.9429 -0.306 -1.160 -0.319
O -18.7683 -7.1654 10.9696 -0.329 -0.297 0.319
O -20.3661 -5.9559 12.2144 -0.743 1.478 -0.466
O -18.9645 -7.3660 13.3082 1.372 -0.981 1.499
C -14.5312 -12.7266 13.1488 0.957 0.725 1.357
S -14.6327 -13.7383 14.6749 0.202 -3.358 -1.204
O -14.6288 -15.2406 14.1796 -0.270 3.055 0.811
C -12.9211 -13.5769 15.3695 -1.265 0.206 -0.722
H -15.4515 -12.2057 12.8844 -0.405 -1.169 -0.418
H -13.9483 -13.3431 12.4646 -0.586 0.206 -0.424
H -13.9595 -11.8395 13.4212 0.630 -0.061 0.114
H -12.2492 -13.2139 14.5918 0.057 0.177 0.299
H -12.6653 -14.6001 15.6449 -0.103 0.206 0.158
H -13.1027 -12.9133 16.2149 0.756 0.018 0.016
C -25.5164 -12.2455 8.5331 -0.381 -0.590 0.070
S -26.1527 -14.0200 8.8076 -2.642 0.523 -1.239
O -27.6984 -13.9847 9.0223 2.971 0.493 0.119
C -26.1055 -14.5793 7.0733 1.581 -0.269 -0.346
H -25.7228 -11.7724 9.4931 -0.555 0.243 -0.310
H -25.9957 -11.8339 7.6449 -0.617 0.125 0.466
H -24.4612 -12.0296 8.3655 0.332 -1.078 0.091
H -26.5868 -13.9524 6.3227 -0.500 0.166 0.589
H -26.4010 -15.6241 6.9772 -0.556 0.198 0.427
H -25.0642 -14.6210 6.7540 0.377 0.201 0.146
C -20.0965 -12.2672 17.4074 0.262 -0.446 1.045
S -19.3854 -12.3748 19.1304 0.439 -0.096 -1.315
O -18.2483 -13.3444 18.9730 -0.277 0.934 0.466
C -18.8769 -10.5864 19.1999 -0.174 -0.131 -0.285
H -19.4864 -11.6507 16.7471 -0.209 0.174 0.182
H -21.1338 -11.9611 17.5429 0.099 0.278 -0.386
H -20.0607 -13.2956 17.0481 -0.071 0.022 0.110
H -17.9121 -10.3326 18.7606 0.097 -0.543 -0.071
H -18.9156 -10.1804 20.2107 -0.061 -0.331 0.025
H -19.6279 -10.0976 18.5792 -0.095 0.161 0.205
C -13.1282 -4.5290 13.2333 0.188 -1.988 -0.201
S -11.8268 -3.8439 12.1177 0.659 0.743 -0.395
O -10.7591 -4.7934 11.5818 -1.953 0.398 0.944
C -12.9895 -3.5387 10.7310 0.616 -0.902 0.113
H -13.8105 -3.8108 13.6880 0.340 0.377 -0.424
H -12.7341 -5.1683 14.0233 0.780 0.611 0.285
H -13.6906 -5.3122 12.7251 -0.395 0.365 -0.568
H -12.3810 -3.4107 9.8357 0.092 0.342 0.185
H -13.6426 -2.6864 10.9186 0.035 -0.193 0.083
H -13.5103 -4.4867 10.5966 -0.396 0.226 -0.027
C -26.4652 -0.1387 11.3811 0.770 0.150 -1.330
S -25.7484 0.5643 9.7759 1.890 0.722 1.634
O -25.1122 1.8937 10.1789 -0.952 -1.313 -0.570
C -24.2117 -0.5338 9.5750 -1.233 0.009 -0.526
H -26.9650 0.6884 11.8852 -0.115 -0.085 -0.303
H -25.6668 -0.5180 12.0190 -0.050 -0.046 -0.145
H -27.1370 -0.9207 11.0272 -0.110 -0.030 0.442
H -23.8227 -0.8339 10.5480 0.209 0.408 -0.198
H -23.5699 0.0499 8.9151 0.205 0.429 0.695
H -24.3781 -1.4149 8.9552 -0.597 -0.256 0.307

No. 3
50
Properties=species:S:1:pos:R:3:forces:R:3 method="wB97M-V/def2-TZVPD" e_above_lowest_ev=2.252 e_homo_ev=-9.61 energy_ha=-1151.24806 smiles=OCCO.OCCO.OCCO.OCCO.OCCO homo_lumo_gap_ha=0.370
C 3.8634 0.5253 -1.4024 1.679 0.078 2.043
C 5.0658 1.4641 -1.4240 -0.449 -0.553 -0.239
O 5.2313 1.8609 -2.7641 -0.199 0.695 -0.949
O 4.2941 -0.6546 -2.0538 -1.275 0.011 -0.767
H 2.9266 1.0512 -1.5868 -0.156 -0.469 -1.075
H 3.7562 0.1915 -0.3703 -0.084 0.151 0.250
H 5.9264 0.8313 -1.2069 0.083 0.221 0.815
H 4.9313 2.3243 -0.7682 0.142 0.007 0.239
H 6.0360 2.3780 -2.8468 0.039 -0.033 -0.043
H 4.2958 -0.4648 -2.9949 0.158 -0.101 -0.244
C -5.2001 -0.6053 0.2882 -0.146 -0.674 2.060
C -4.1398 -1.0354 1.4402 -1.213 3.107 -2.398
O -3.9251 -2.3545 1.4933 0.231 -3.458 0.182
O -5.2299 0.8033 -0.0184 0.409 -1.313 -0.366
H -6.1695 -0.9760 0.6214 -0.432 0.372 0.173
H -5.0254 -1.2607 -0.5650 0.556 0.744 -0.511
H -4.5010 -0.7764 2.4355 0.200 0.716 -0.155
H -3.2753 -0.4965 1.0525 0.499 0.332 1.003
H -3.2874 -2.6778 0.8527 0.079 0.211 -0.168
H -5.2539 1.3228 0.7885 -0.048 -0.204 0.205
C -0.0955 -0.8645 0.5037 -1.333 1.094 0.982
C -0.5207 0.3334 -0.3602 2.314 -0.860 -0.037
O 0.4134 1.4172 -0.1907 -1.080 -0.294 0.110
O -0.4740 -0.6773 1.9221 -0.064 -0.337 -1.390
H 0.9609 -1.1178 0.4136 -0.091 0.178 -0.133
H -0.7132 -1.6427 0.0555 0.131 -0.684 0.570
H -1.5890 0.5433 -0.3072 0.050 0.472 0.538
H -0.3270 -0.0252 -1.3711 -0.334 -0.265 -0.341
H 0.3317 1.8845 -1.0254 0.123 0.732 0.036
H 0.2920 -0.6573 2.5004 0.190 0.009 -0.347
C 1.8667 3.8199 -1.9333 0.731 2.155 0.425
C 2.4800 5.3162 -2.1147 -1.215 -1.428 0.687
O 1.8710 5.9274 -3.2274 0.321 0.175 -0.331
O 0.4716 3.7279 -2.1059 -0.331 0.436 -0.462
H 1.9758 3.5361 -0.8865 1.102 -0.497 -0.160
H 2.3497 3.2263 -2.7094 0.225 -0.436 0.425
H 3.5683 5.2613 -2.1392 0.111 -0.202 -0.442
H 2.2739 5.9981 -1.2897 -0.362 -0.361 0.294
H 2.2984 5.5982 -4.0215 -0.100 -0.028 -0.212
H 0.1615 4.6209 -2.2727 -0.374 0.095 -0.246
C -1.2152 -4.2114 2.9790 1.301 1.462 -1.629
C -2.1731 -5.1631 3.5834 -0.410 -0.721 0.328
O -3.2426 -5.4150 2.6796 0.139 -0.529 0.495
O -0.8244 -4.5878 1.6253 -0.267 0.179 0.635
H -0.2921 -3.9589 3.5007 0.033 -0.748 0.721
H -1.6134 -3.2067 2.8367 -0.657 -0.048 0.027
H -2.5143 -4.9015 4.5850 -0.257 0.833 -0.008
H -1.6908 -6.1082 3.8329 0.099 -0.398 -0.678
H -3.6100 -4.5808 2.3782 -0.042 0.324 0.075
H -0.7392 -5.5433 1.5881 -0.030 -0.144 0.012

No. 4
45
Properties=species:S:1:pos:R:3:forces:R:3 method="wB97M-V/def2-TZVPD" e_above_lowest_ev=1.876 e_homo_ev=-9.77 energy_ha=-775.09158 smiles=CCO.CCO.CCO.CCO.CCO homo_lumo_gap_ha=0.372
C 1.4274 0.4353 -0.5434 -0.279 -1.725 0.027
C 0.0551 -0.3483 -0.4078 1.781 0.897 -3.197
O -0.5350 0.1806 0.6595 -1.342 0.372 3.954
H 1.9581 0.0411 0.3233 0.119 0.437 0.399
H 1.3463 1.5190 -0.4591 -0.215 -0.155 -0.193
H 2.0883 0.1188 -1.3503 -0.305 0.237 -0.375
H 0.2655 -1.4178 -0.4120 0.017 -0.195 0.657
H -0.7058 -0.2137 -1.1765 0.684 -0.015 -1.230
H -1.2801 0.7090 0.3642 -0.323 0.090 0.126
C 1.1903 0.3087 -4.0591 -1.067 -0.979 0.021
C -0.1965 0.8093 -4.5291 0.940 0.018 0.400
O 0.0347 1.9759 -5.2778 -0.410 0.567 -0.841
H 1.6968 -0.2416 -4.8520 0.062 0.347 -0.208
H 1.0960 -0.4139 -3.2485 -0.021 0.140 0.163
H 1.8061 1.1438 -3.7251 -0.017 -0.042 0.071
H -0.8890 1.0414 -3.7200 0.172 -0.065 0.510
H -0.7396 0.1008 -5.1546 0.323 -0.087 -0.203
H 0.7085 2.4856 -4.8221 -0.041 0.078 -0.017
C 1.4029 -3.3990 1.5931 0.296 -0.558 0.194
C 1.1983 -4.0537 2.9811 1.256 0.641 -0.644
O 2.4297 -4.4692 3.6345 -0.716 -0.252 -0.691
H 1.9428 -3.9952 0.8575 0.348 -0.477 0.426
H 1.9677 -2.4709 1.6811 -0.419 0.259 -0.096
H 0.4316 -3.3122 1.1062 -0.163 0.700 0.273
H 0.5569 -4.9178 2.8074 0.098 -0.072 0.655
H 0.7646 -3.2916 3.6285 -0.633 -0.291 -0.037
H 2.7897 -3.7219 4.1176 -0.073 0.063 -0.071
C -3.7331 -0.6151 -1.2729 0.132 -0.229 -1.057
C -3.8680 0.8699 -1.0320 -1.258 -0.257 -0.073
O -2.7107 1.4337 -0.4666 0.478 0.327 0.171
H -3.2592 -1.1118 -0.4263 -0.052 -0.014 -0.078
H -3.2185 -0.8458 -2.2056 0.888 0.258 0.202
H -4.6633 -1.1152 -1.5424 -0.509 0.321 0.757
H -4.6985 1.0401 -0.3468 -0.195 -0.079 0.204
H -4.0960 1.4761 -1.9087 -0.176 -0.495 -0.504
H -2.9433 2.3649 -0.4496 0.639 0.269 0.316
C 0.9593 1.7395 3.7779 0.071 -1.004 -1.134
C 1.6311 2.6922 2.7876 -1.245 0.557 1.775
O 1.1161 4.0294 3.0904 1.425 -0.057 -0.687
H 1.1837 1.8714 4.8364 -0.017 0.545 -0.186
H 1.2597 0.7197 3.5371 0.114 -0.208 -0.025
H -0.1104 1.7335 3.5686 -0.170 0.144 0.357
H 1.4502 2.4145 1.7492 -0.225 0.004 0.069
H 2.7055 2.6518 2.9668 0.015 0.631 -0.068
H 0.1842 4.0486 3.3203 0.011 -0.643 -0.113

No. 5
45
Properties=species:S:1:pos:R:3:forces:R:3 method="wB97M-V/def2-TZVPD" e_above_lowest_ev=0.000 e_homo_ev=-9.41 energy_ha=-775.16053 smiles=CCO.CCO.CCO.CCO.CCO homo_lumo_gap_ha=0.366
C -11.6224 -2.0012 9.3885 0.167 -0.595 -0.208
C -13.0412 -1.4358 9.3775 0.563 -0.563 0.126
O -14.0177 -2.4316 9.2127 -0.449 -0.201 0.159
H -11.3735 -2.5917 8.4977 -0.231 0.369 -0.230
H -11.4971 -2.7359 10.1888 -0.070 0.314 0.241
H -10.8820 -1.2050 9.4868 0.022 -0.022 0.116
H -13.1127 -0.6553 8.6166 -0.167 0.153 0.067
H -13.2158 -1.0263 10.3736 -0.150 0.343 -0.158
H -14.0403 -2.7776 8.3063 0.344 0.205 -0.109
C -12.2356 -4.4555 3.1594 -0.113 -0.100 0.682
C -11.2731 -3.3568 3.5626 0.033 -0.312 -0.118
O -11.6553 -2.8882 4.8575 0.257 -0.194 -0.378
H -13.2454 -4.0494 3.0732 0.020 -0.009 -0.188
H -12.2623 -5.1852 3.9748 0.002 -0.065 -0.120
H -11.9616 -4.9859 2.2507 0.063 0.195 -0.134
H -11.2832 -2.5536 2.8185 -0.017 0.140 0.165
H -10.2486 -3.7365 3.6263 -0.041 -0.068 -0.144
H -10.8759 -2.4226 5.1953 -0.159 0.346 0.122
C -12.0213 -0.0586 5.9284 0.112 1.060 -0.086
C -10.5401 0.0661 6.2201 0.497 -0.655 0.611
O -9.7713 -0.7424 5.3209 -0.276 0.068 -0.297
H -12.4638 -0.8992 6.4492 -0.129 -0.193 -0.276
H -12.2003 -0.0775 4.8538 -0.010 -0.350 0.022
H -12.5100 0.8584 6.2740 -0.068 -0.159 0.195
H -10.3584 -0.3266 7.2322 -0.042 0.254 0.008
H -10.1712 1.0940 6.2208 -0.158 0.067 -0.292
H -8.8555 -0.4214 5.3162 -0.086 -0.132 0.199
C -16.0976 -4.3898 6.5505 -0.349 -0.284 -0.184
C -14.6450 -4.5832 6.1917 0.289 0.583 0.389
O -13.9148 -3.3812 6.5201 -0.370 -0.536 -0.412
H -16.6576 -5.3029 6.3257 0.035 0.041 0.001
H -16.5235 -3.5875 5.9473 0.019 0.045 0.039
H -16.2745 -4.1580 7.6000 0.263 0.046 0.056
H -14.5552 -4.7741 5.1198 0.003 -0.059 0.001
H -14.1828 -5.4150 6.7314 -0.176 -0.109 -0.015
H -13.1924 -3.3268 5.8761 0.325 0.344 0.167
C -4.8289 0.6749 6.1163 0.076 0.480 -0.224
C -6.2795 1.1336 6.0463 0.201 -0.104 0.360
O -7.1526 -0.0097 6.0077 0.204 0.558 0.056
H -4.5251 0.2263 5.1718 -0.008 -0.130 0.036
H -4.6675 -0.0430 6.9202 -0.128 -0.068 0.024
H -4.1592 1.5174 6.3130 -0.098 0.005 -0.055
H -6.4823 1.7558 5.1776 0.015 -0.296 -0.259
H -6.5237 1.7748 6.9004 -0.036 -0.190 0.122
H -7.0334 -0.4405 6.8604 -0.176 -0.224 -0.080